a:
The following is a DFT calculation (ωB97M-V with the def2-TZVPD basis set) of a cluster of 2 separate species, C4H13N3O in total.

```
21
Properties=species:S:1:pos:R:3
C 0.349 -2.598 -0.647
C -0.986 -1.117 0.775
N 0.166 -1.274 -0.067
N 0.129 -0.232 -1.166
H -0.795 -0.221 -1.608
H 0.873 -0.378 -1.845
H -0.565 -2.966 -1.139
H 1.156 -2.582 -1.386
H -1.435 0.930 0.268
H -0.737 -0.697 1.748
H -1.577 -2.032 0.851
H 0.629 -3.284 0.151
N 1.435 1.253 0.646
C -0.863 1.900 0.239
C 0.495 1.558 -0.277
O -0.878 2.344 1.592
H -0.287 3.100 1.690
H 1.084 0.771 1.464
H 2.312 0.879 0.316
H -1.364 2.609 -0.427
H 0.859 2.038 -1.179
```

Results
**LUMO energy**: 0.02027 hartree
**Frontier orbital gap**: 6.0 eV

Atom charges from the Mulliken analysis, given in e for atoms 1 to 4: -1.0587, -1.0052, 0.0625, -0.7583

b:
The following is a DFT calculation (ωB97M-V with the def2-TZVPD basis set) of an isolated molecule of C4H13N3O.

```
21
Properties=species:S:1:pos:R:3
C -0.619 -0.639 0.163
C 0.541 0.317 0.128
C -3.083 -0.169 0.282
C 3.065 -0.066 0.350
N -1.764 0.430 0.385
N 1.758 -0.620 0.094
N 0.481 1.088 -1.107
O -0.788 -1.318 -1.019
H -0.643 -0.666 -1.727
H -1.638 0.823 1.314
H 1.718 -1.296 -0.662
H -0.572 -1.365 0.986
H 0.648 0.898 1.056
H 1.294 1.689 -1.174
H -0.368 1.643 -1.106
H -3.847 0.587 0.467
H -3.210 -0.560 -0.728
H -3.229 -1.004 0.985
H 3.734 -0.867 0.674
H 3.007 0.664 1.161
H 3.512 0.430 -0.522
```

Results
**LUMO energy**: 0.03569 hartree
**Frontier orbital gap**: 9.5 eV
**Structure (SMILES)**: CN[C@@H](N)[C@H](O)NC

Atom charges from the Mulliken analysis, given in e for atoms 1 to 4: -0.3628, 0.0911, -0.8810, -0.9026

c:
The following is a DFT calculation (ωB97M-V with the def2-TZVPD basis set) of a cluster of 2 separate species, C4H13N3O in total.

```
21
Properties=species:S:1:pos:R:3
C 1.249 -0.512 0.033
C 1.540 -0.196 1.497
N 2.227 0.150 -0.795
O 1.242 -1.938 -0.166
H 2.066 -2.312 0.178
H 0.204 0.012 -0.273
H 3.174 -0.168 -0.595
H 2.047 -0.027 -1.776
H 2.532 -0.553 1.786
H 1.509 0.878 1.650
H 0.792 -0.662 2.133
C -1.582 2.140 -0.579
N -1.931 -1.438 -0.332
C -2.208 -0.118 -0.337
N -1.298 0.734 -0.602
H -2.517 -2.052 0.207
H -0.927 -1.650 -0.377
H -3.191 0.165 0.069
H -2.588 2.367 -0.202
H -1.485 2.548 -1.586
H -0.854 2.634 0.068
```

Results
**LUMO energy**: 0.03551 hartree
**Frontier orbital gap**: 9.7 eV
**Structure (SMILES)**: C[C@@H](N)O.C/N=C/N

Atom charges from the Mulliken analysis, given in e for atoms 1 to 4: 1.0711, -1.2613, -0.6985, -0.6065

c takes first place; second place is 0.068 eV up.

a:
The following is a DFT calculation (ωB97M-V with the def2-TZVPD basis set) of a structure of composition C4H13N3O.

```
21
Properties=species:S:1:pos:R:3
C 2.859 -0.527 0.430
O 1.496 -0.466 0.675
H 0.426 -0.800 0.088
H 3.420 -0.565 1.379
H 3.155 -1.418 -0.148
H 3.241 0.365 -0.099
C -0.210 1.791 -0.834
C -0.920 -0.582 -0.234
C -0.781 0.798 0.123
N -1.717 -1.348 0.705
N -1.125 -0.833 -1.632
N -1.046 1.189 1.384
H -1.946 -0.378 -2.013
H -2.471 -1.855 0.257
H -1.148 -2.007 1.222
H -1.171 -1.816 -1.864
H -1.391 0.449 1.986
H -0.456 1.889 1.811
H -0.989 2.122 -1.526
H 0.592 1.333 -1.407
H 0.183 2.657 -0.303
```

Results
**LUMO energy**: 0.02395 hartree
**Frontier orbital gap**: 8.1 eV

Atom charges from the Mulliken analysis, given in e for atoms 1 to 4: -0.7500, -0.5902, 0.2361, 0.2141

b:
The following is a DFT calculation (ωB97M-V with the def2-TZVPD basis set) of a cluster of 2 separate species, C4H13N3O in total.

```
21
Properties=species:S:1:pos:R:3
C -1.349 -0.809 0.763
C -1.683 0.219 1.841
N -2.534 -1.541 0.386
O -0.759 -0.107 -0.328
H 0.890 1.320 0.014
H -0.623 -1.529 1.172
H -2.328 -2.204 -0.353
H -3.236 -0.898 0.032
H -2.349 0.976 1.429
H -0.774 0.702 2.191
H -2.174 -0.279 2.673
C 2.213 1.873 -1.447
N 1.898 1.353 -0.130
C 0.900 -1.775 -0.840
N 0.367 -0.674 -1.112
H 2.294 1.943 0.591
H 1.811 2.882 -1.638
H 1.792 1.188 -2.188
H 3.291 1.895 -1.576
H 0.526 -2.521 -0.138
H 1.826 -2.013 -1.343
```

Results
**LUMO energy**: 0.03838 hartree
**Frontier orbital gap**: 9.7 eV
**Structure (SMILES)**: C=NO[C@@H](C)N.CN

Atom charges from the Mulliken analysis, given in e for atoms 1 to 4: 0.2697, -1.4235, -0.6145, -0.3150

a takes first place; second place is 0.400 eV up.

a:
The following is a DFT calculation (ωB97M-V with the def2-TZVPD basis set) of an isolated molecule of C18H18N4O3.

```
43
Properties=species:S:1:pos:R:3
C -0.754 -4.165 4.340
H -0.023 -4.945 4.576
O -0.547 -3.634 3.054
C 0.638 -3.017 2.788
C 0.764 -2.518 1.490
C 1.924 -1.872 1.101
C 2.970 -1.719 2.014
C 2.836 -2.215 3.291
C 1.679 -2.866 3.693
H 1.607 -3.242 4.701
H 3.645 -2.096 3.996
H 3.866 -1.214 1.695
O 2.142 -1.350 -0.142
C 1.132 -1.477 -1.115
C 1.668 -0.823 -2.395
O 0.711 -0.801 -3.428
C -0.284 0.127 -3.407
C -1.196 0.048 -4.466
C -2.239 0.947 -4.562
C -2.399 1.939 -3.611
C -1.499 2.027 -2.551
C -0.441 1.119 -2.452
H 0.230 1.232 -1.617
C -1.667 3.058 -1.550
N -0.881 3.125 -0.550
N -1.015 4.078 0.393
C -1.814 5.188 0.510
N -1.553 5.807 1.616
N -0.585 5.128 2.263
C -0.262 4.107 1.538
H 0.476 3.369 1.771
H -2.537 5.506 -0.212
H -2.497 3.752 -1.706
H -3.217 2.639 -3.686
H -2.932 0.873 -5.386
H -1.057 -0.728 -5.201
H 2.038 0.182 -2.165
H 2.499 -1.416 -2.782
H 0.903 -2.533 -1.311
H 0.211 -0.974 -0.790
H -0.071 -2.660 0.824
H -0.714 -3.385 5.108
H -1.752 -4.601 4.322
```

Results
**LUMO energy**: -0.01257 hartree
**Frontier orbital gap**: 8.1 eV
**Structure (SMILES)**: COc1cccc(OCCOc2cccc(/C=N/n3cnnc3)c2)c1

Atom charges from the Mulliken analysis, given in e for atoms 1 to 4: -0.8622, 0.3527, -0.3818, 0.2720

b:
The following is a DFT calculation (ωB97M-V with the def2-TZVPD basis set) of an isolated molecule of C18H18N4O3.

```
43
Properties=species:S:1:pos:R:3
O 2.906 3.977 0.039
O -2.305 -2.599 -1.346
N -3.305 3.295 1.873
N 0.421 1.388 -0.040
O 4.477 -0.264 0.647
C 2.451 2.837 0.123
C -1.228 -2.039 -1.508
C -2.233 4.108 1.870
C 3.387 0.561 0.705
C 3.481 1.787 0.077
C 1.007 2.562 0.390
C -2.969 0.061 -0.128
C 0.277 3.601 1.022
C -3.632 1.026 0.658
C -1.605 0.170 -0.405
C -2.959 2.179 1.120
C -1.095 3.430 1.285
C -0.917 1.271 0.139
C -1.605 2.273 0.814
N -4.979 0.817 0.988
N -0.878 -0.780 -1.125
C 4.395 -1.338 1.565
C 0.804 -3.303 -0.851
C -0.398 -4.007 -2.914
C -0.015 -2.835 -2.055
H -2.169 5.100 2.294
H 2.468 0.325 1.233
H 4.415 2.056 -0.443
H -3.544 -0.759 -0.492
H 0.781 4.507 1.358
H -5.370 -0.091 0.853
H -5.320 1.372 1.762
H 0.109 -0.508 -1.217
H 3.526 -1.979 1.368
H 5.280 -2.026 1.462
H 4.329 -0.950 2.617
H 0.245 -4.048 -0.291
H 0.981 -2.436 -0.194
H 1.746 -3.739 -1.137
H -0.944 -4.732 -2.335
H -1.043 -3.662 -3.744
H 0.460 -4.456 -3.390
H 0.568 -2.149 -2.647
```

Results
**LUMO energy**: -0.04802 hartree
**Frontier orbital gap**: 6.9 eV
**Structure (SMILES)**: CO/C=C/C(=O)c1cc2c3c(c(N)cc(NC(=O)C(C)C)c3n1)N=C2

Atom charges from the Mulliken analysis, given in e for atoms 1 to 4: -0.6260, -0.6580, -0.7575, -0.4748

b takes first place; second place is 1.817 eV up.